# 1
# C33H23IrN7O2S

C33H23IrN7O2S as an isolated structure (the ωB97M-V functional and the def2-TZVPD basis, OMol25).

Element x y z (Å)
1 Ir -0.654 -0.021 0.533
2 C 2.059 3.208 -0.635
3 C 2.623 3.719 0.540
4 C 2.259 3.147 1.722
5 C 1.336 2.066 1.751
6 N 0.770 1.591 0.593
7 C 1.165 2.167 -0.545
8 N 1.136 1.530 2.937
9 C 0.417 0.491 3.273
10 N -0.463 -0.219 2.458
11 C -0.986 -1.254 3.221
12 N -1.841 -2.164 2.833
13 C -2.363 -2.387 1.643
14 C -3.290 -3.461 1.586
15 C -3.877 -3.815 0.405
16 C -3.529 -3.085 -0.733
17 C -2.618 -2.056 -0.618
18 N -2.027 -1.678 0.516
19 C -0.425 -1.214 4.533
20 C -0.588 -2.035 5.645
21 C 0.186 -1.769 6.755
22 C 1.080 -0.691 6.782
23 C 1.217 0.158 5.704
24 C 0.465 -0.116 4.563
25 H 2.319 3.608 -1.600
26 H 3.337 4.526 0.501
27 H 2.669 3.460 2.667
28 H 0.755 1.763 -1.458
29 H -3.494 -3.970 2.513
30 H -4.580 -4.632 0.347
31 H -3.947 -3.305 -1.700
32 H -2.364 -1.512 -1.511
33 H -1.298 -2.845 5.628
34 H 0.105 -2.397 7.627
35 H 1.664 -0.520 7.673
36 H 1.881 1.006 5.733
37 O -2.353 1.393 -0.627
38 S -1.958 0.923 -1.940
39 O -2.879 0.113 -2.683
40 N -0.626 0.031 -1.510
41 C 0.293 -0.632 -2.242
42 C 0.359 -0.681 -3.629
43 C 1.389 -1.376 -4.264
44 C 2.384 -2.009 -3.557
45 C 2.367 -1.987 -2.147
46 C 3.345 -2.593 -1.331
47 C 3.226 -2.544 0.034
48 C 2.126 -1.886 0.594
49 N 1.216 -1.300 -0.145
50 C 1.304 -1.321 -1.487
51 C -1.520 2.296 -2.999
52 C -1.823 2.167 -4.345
53 C -1.570 3.219 -5.209
54 C -1.008 4.386 -4.716
55 C -0.717 4.510 -3.365
56 C -0.991 3.467 -2.494
57 H -0.401 -0.184 -4.213
58 H 1.400 -1.410 -5.343
59 H 3.178 -2.531 -4.072
60 H 4.188 -3.089 -1.787
61 H 3.953 -2.999 0.685
62 H 1.992 -1.837 1.664
63 H -2.275 1.252 -4.690
64 H -1.810 3.126 -6.258
65 H -0.809 5.209 -5.385
66 H -0.280 5.420 -2.981
67 H -0.799 3.569 -1.439

Energy (eV): -62789.8962
Frontier orbital gap (spin up / spin down) (eV): 6.294 / 6.296
Highest occupied orbital energy (spin up / spin down) (eV): -10.5 / -10.5
LUMO (spin up / spin down) (eV): -4.2052 / -4.2032
Total charge: +1

---

# 2
# C44H83ClN2O16

A 11-piece molecular cluster, C44H83ClN2O16 overall (the ωB97M-V functional and the def2-TZVPD basis, OMol25).

Element x y z (Å)
1 C 2.425 -0.833 4.844
2 C 2.814 -1.983 3.895
3 C 1.785 -3.097 3.837
4 N 0.514 -2.617 3.293
5 C 0.487 -2.130 1.982
6 C -0.503 -1.340 1.530
7 C -1.687 -0.866 2.307
8 C -1.498 0.634 2.620
9 C -2.540 1.209 3.593
10 C -3.438 2.297 2.960
11 C -4.834 1.797 2.576
12 C -4.797 0.893 1.322
13 C -5.625 1.438 0.155
14 C -7.143 1.265 0.392
15 C -7.879 0.626 -0.798
16 C -8.240 -0.824 -0.528
17 O -8.397 -1.513 -1.751
18 C -8.380 -2.917 -1.591
19 C -0.444 -0.815 0.138
20 O -1.447 -0.593 -0.502
21 C 0.927 -0.519 -0.379
22 C 1.949 -1.348 0.075
23 C 3.256 -1.145 -0.340
24 C 4.419 -1.982 0.112
25 C 4.988 -2.933 -0.920
26 O 6.098 -3.348 -0.911
27 Cl 3.847 -3.484 -2.175
28 C 3.500 -0.082 -1.201
29 C 2.499 0.773 -1.639
30 C 2.852 1.960 -2.499
31 C 3.018 3.274 -1.683
32 C 3.371 3.032 -0.242
33 O 4.393 2.513 0.121
34 O 2.436 3.474 0.635
35 C 1.179 0.541 -1.246
36 C 0.076 1.401 -1.756
37 C -0.351 2.538 -1.083
38 C -1.394 3.278 -1.622
39 N -2.027 2.962 -2.750
40 C -1.603 1.868 -3.391
41 C -0.576 1.060 -2.937
42 C 1.558 -2.458 0.992
43 O 2.052 -3.561 0.881
44 H 2.432 0.117 4.311
45 H 3.172 -0.742 5.631
46 H 1.461 -0.998 5.317
47 H 3.036 -1.573 2.905
48 H 3.744 -2.436 4.241
49 H 2.183 -3.981 3.338
50 H 1.583 -3.413 4.862
51 H -0.241 -3.267 3.468
52 H -2.574 -0.991 1.686
53 H -1.841 -1.420 3.230
54 H -0.481 0.740 3.005
55 H -1.516 1.178 1.674
56 H -3.149 0.402 3.997
57 H -1.998 1.698 4.401
58 H -2.958 2.689 2.061
59 H -3.538 3.123 3.665
60 H -5.226 1.239 3.427
61 H -5.493 2.648 2.402
62 H -5.139 -0.106 1.601
63 H -3.767 0.774 0.979
64 H -5.370 2.491 0.037
65 H -5.301 0.916 -0.746
66 H -7.263 0.640 1.278
67 H -7.575 2.245 0.583
68 H -7.259 0.631 -1.692
69 H -8.776 1.194 -1.041
70 H -9.174 -0.877 0.048
71 H -7.463 -1.308 0.078
72 H -8.909 -3.218 -0.684
73 H -7.349 -3.281 -1.550
74 H -8.865 -3.355 -2.460
75 H 5.244 -1.320 0.373
76 H 4.204 -2.583 0.992
77 H 4.523 0.104 -1.506
78 H 3.794 1.769 -3.002
79 H 2.053 2.120 -3.218
80 H 2.134 3.902 -1.743
81 H 3.852 3.846 -2.087
82 H 2.504 2.928 1.431
83 H 0.117 2.838 -0.155
84 H -1.729 4.170 -1.107
85 H -2.119 1.609 -4.307
86 H -0.279 0.171 -3.476
87 C -1.405 5.959 -5.361
88 O -1.492 4.536 -5.361
89 H -1.117 6.275 -6.361
90 H -2.366 6.416 -5.108
91 H -0.647 6.309 -4.655
92 H -1.743 4.263 -4.470
93 C 4.633 -0.258 8.788
94 O 4.543 -1.055 7.610
95 H 3.795 -0.529 9.427
96 H 5.563 -0.450 9.328
97 H 4.567 0.807 8.556
98 H 5.286 -0.823 7.045
99 C 3.470 -0.638 -5.126
100 O 3.324 -2.050 -5.132
101 H 3.555 -0.309 -6.158
102 H 2.605 -0.149 -4.667
103 H 4.377 -0.341 -4.588
104 H 3.257 -2.340 -4.215
105 C 3.058 -6.857 1.932
106 O 1.826 -6.198 2.180
107 H 2.975 -7.866 2.329
108 H 3.269 -6.919 0.861
109 H 3.892 -6.354 2.431
110 H 1.898 -5.303 1.827
111 C 6.454 -3.192 -6.545
112 O 6.590 -1.872 -6.031
113 H 6.997 -3.226 -7.487
114 H 6.883 -3.932 -5.865
115 H 5.405 -3.437 -6.728
116 H 6.105 -1.840 -5.202
117 C -0.711 3.181 -8.802
118 O -0.808 4.508 -8.308
119 H 0.021 3.187 -9.608
120 H -0.371 2.489 -8.027
121 H -1.670 2.836 -9.199
122 H -1.451 4.503 -7.590
123 C 3.566 -4.274 9.324
124 O 2.214 -3.838 9.458
125 H 3.645 -5.257 9.778
126 H 3.843 -4.339 8.269
127 H 4.243 -3.586 9.836
128 H 2.149 -2.970 9.051
129 C -0.965 4.108 -12.888
130 O -1.641 4.587 -11.734
131 H -1.682 4.104 -13.705
132 H -0.127 4.756 -13.161
133 H -0.594 3.089 -12.743
134 H -1.013 4.595 -11.006
135 C 3.754 -2.969 12.814
136 O 4.562 -4.117 13.055
137 H 4.365 -2.248 12.277
138 H 2.886 -3.229 12.201
139 H 3.416 -2.523 13.753
140 H 4.029 -4.760 13.528
141 C -5.819 2.897 -3.175
142 O -6.535 3.674 -2.214
143 H -6.221 1.888 -3.156
144 H -5.939 3.303 -4.182
145 H -4.755 2.861 -2.927
146 H -6.170 4.562 -2.239

Energy (eV): -95232.7975
Frontier orbital gap (eV): 7.875
Highest occupied orbital energy (eV): -9.1
LUMO (eV): -1.2622
SMILES: CCCNC1=C(CCCCCCCCCCOC)C(=O)c2c(c(CC(=O)Cl)cc(CCC(=O)O)c2-c2ccncc2)C1=O.CO.CO.CO.CO.CO.CO.CO.CO.CO.CO

---

# 3
# C2H7N2O

A 2-piece molecular cluster, C2H7N2O overall (the ωB97M-V functional and the def2-TZVPD basis, OMol25).

Element x y z (Å)
1 C -1.796 0.479 0.091
2 C 1.861 0.138 0.195
3 N -2.781 -0.412 0.191
4 N 2.747 -0.322 -0.618
5 O -0.728 0.307 0.667
6 H -2.038 1.303 -0.673
7 H 1.312 0.985 0.048
8 H 1.598 -0.220 1.122
9 H -3.662 -0.096 -0.059
10 H 3.189 0.186 -1.436
11 H -2.730 -1.084 0.964
12 H 3.028 -1.264 -0.492

Energy (eV): -7207.6310
Frontier orbital gap (eV): 8.807
Highest occupied orbital energy (eV): -14.0
LUMO (eV): -5.2258
Total charge: +1

---

# 4
# C4H12

A 2-piece molecular cluster, C4H12 overall (the ωB97M-V functional and the def2-TZVPD basis, OMol25).

Element x y z (Å)
1 C 0.397 -2.545 0.805
2 C -0.702 -1.824 0.052
3 H 0.865 -3.339 0.194
4 H 1.276 -1.957 1.078
5 H 0.063 -3.190 1.613
6 H -1.313 -1.273 0.779
7 H -1.253 -2.482 -0.600
8 H -0.365 -0.940 -0.509
9 C 0.896 2.187 -0.343
10 C -0.614 2.245 -0.496
11 H 1.202 2.417 0.696
12 H 1.475 1.295 -0.510
13 H 1.317 2.894 -1.072
14 H -1.193 2.061 0.402
15 H -0.994 3.077 -1.081
16 H -0.781 1.338 -1.106

Energy (eV): -4341.8297
Frontier orbital gap (eV): 12.297
Highest occupied orbital energy (eV): -11.2
LUMO (eV): 1.1373
SMILES: CC.CC

---

# 5
# C17H27N3O

C17H27N3O as an isolated structure (the ωB97M-V functional and the def2-TZVPD basis, OMol25).

Element x y z (Å)
1 C -6.560 -0.385 -1.199
2 C -6.024 0.512 -0.141
3 C -5.597 -0.158 1.088
4 C -4.500 -1.211 0.903
5 C -3.251 -0.623 0.379
6 H -3.460 -0.085 -0.402
7 C -2.164 -1.516 0.671
8 C -0.778 -0.656 0.079
9 C -0.726 -0.120 -1.323
10 C 0.740 0.416 -1.520
11 C 0.831 1.942 -0.719
12 O -0.056 2.699 -0.697
13 N 2.151 1.742 -0.288
14 N 3.133 1.110 -0.232
15 C 4.251 1.184 0.133
16 C 5.144 0.071 0.215
17 C 5.144 -0.926 -0.953
18 N 5.882 -1.831 -1.140
19 C 7.002 -1.888 -0.421
20 C 7.075 -1.160 0.882
21 C 6.202 -0.148 0.902
22 H 6.254 0.564 2.030
23 H 7.905 -1.308 1.505
24 H 7.474 -2.790 -0.403
25 H 4.326 -0.439 -1.978
26 C 4.764 2.452 1.014
27 H 4.326 3.144 0.524
28 H 5.800 2.656 1.050
29 H 4.194 2.374 2.147
30 H 2.289 2.757 0.412
31 H 1.512 -0.122 -1.310
32 H 0.747 0.690 -2.698
33 H -0.828 -0.920 -1.910
34 H -1.450 0.498 -1.404
35 H 0.034 -1.443 0.369
36 H -0.587 0.357 0.937
37 H -2.216 -2.163 -0.413
38 H -1.992 -1.858 1.745
39 H -3.102 0.404 1.260
40 H -4.498 -1.573 1.969
41 H -4.707 -2.014 0.340
42 H -6.744 -0.772 1.700
43 H -5.618 0.431 1.931
44 H -7.062 1.032 0.158
45 H -5.465 1.224 -0.541
46 H -7.235 -1.133 -0.967
47 H -5.693 -1.080 -1.614
48 H -6.869 0.062 -2.069

Energy (eV): -24567.3080
Frontier orbital gap (eV): 8.197
Highest occupied orbital energy (eV): -8.4
LUMO (eV): -0.1609

---

# 6
# C5H6N2O

One molecule with the formula C5H6N2O (the ωB97M-V functional and the def2-TZVPD basis, OMol25).

Element x y z (Å)
1 N -2.034 -0.825 -0.002
2 C -0.688 -0.531 -0.165
3 C 0.381 -1.294 0.095
4 C 1.601 -0.530 -0.116
5 O 2.776 -0.842 -0.019
6 C 1.056 0.876 -0.435
7 C 0.160 1.561 0.535
8 N -0.444 0.771 -0.577
9 H -2.626 -0.292 -0.616
10 H -2.258 -1.799 0.047
11 H 0.348 -2.338 0.397
12 H 1.659 1.432 -1.154
13 H 0.088 1.158 1.576
14 H -0.018 2.653 0.436

Energy (eV): -10308.6531
Frontier orbital gap (eV): 9.855
Highest occupied orbital energy (eV): -9.0
LUMO (eV): 0.8566
SMILES: NC1=CC(=O)[C@@H]2CN12

---

Computed F_max (eV/A) in order:
4.5, 1.0, 3.0, 2.7, 18.1, 2.1